# 1
C5H10NO | ωB97M-V/def2-TZVPD

```
17
Properties=species:S:1:pos:R:3:nbo_charge:R:1
H -0.07 2.71 -1.29 0.23
H -2.26 -0.88 1.09 0.25
H -2.00 -0.82 -0.72 0.24
N -0.08 0.94 -0.32 -0.21
C -0.17 1.65 -1.36 0.15
H -0.44 1.18 -2.26 0.22
H 2.84 -0.39 -0.20 0.51
H 1.48 -1.70 0.96 0.21
H 0.75 -1.77 -0.69 0.18
C -1.62 -1.11 0.26 -0.61
C -0.33 -0.27 0.33 0.12
O 1.94 -0.08 -0.32 -0.74
H 1.00 1.29 1.41 0.26
C 1.03 -1.06 0.08 -0.06
H -0.78 1.45 1.58 0.24
H -1.28 -2.17 0.39 0.25
C 0.00 1.03 1.06 -0.23
```

Summary:
- maximum force (Eh/bohr) = 0.0834
- frontier orbital gap (eV) = 10.099
- relative energy (zero: lowest compared OMol25 entry of this formula, charge and spin) (kcal per mole) = 81.0
- highest occupied orbital energy (eV) = -14.8
- E_LUMO (eV) = -4.7
- net charge = +1

=====

# 2
C24H50Cl2IN5O6Si | ωB97M-V/def2-TZVPD

```
89
Properties=species:S:1:pos:R:3:lowdin_charge:R:1
H 1.07 1.10 5.81 0.03
C 1.62 -0.98 -6.24 0.00
H -0.85 0.85 -0.99 0.10
O -0.79 -2.45 -4.25 -0.01
C -0.44 5.97 4.73 -0.08
H 0.55 -0.92 -6.08 0.08
C -0.10 -6.00 -4.27 -0.07
H 0.12 -1.71 -2.18 0.09
H -0.72 0.85 -3.42 0.09
O 1.06 -2.96 -7.46 0.02
H 5.08 -2.32 -6.43 0.08
H 1.88 0.79 2.59 0.12
C -5.08 5.99 -3.39 -0.08
C -1.22 -3.93 -6.09 -0.02
C 2.20 -1.56 0.14 -0.62
C -4.41 3.55 -3.27 -0.55
H 3.05 -1.16 -0.52 0.08
H -1.61 3.77 6.30 0.09
H 0.85 6.52 6.33 0.14
C -0.83 -1.43 5.97 -0.17
H 3.77 -0.67 1.56 0.15
H 0.95 -6.26 -4.19 0.08
H -0.68 -6.58 -3.55 0.08
H -2.52 0.88 -3.05 0.06
H 0.65 -3.14 8.28 0.04
C -0.55 3.49 6.36 -0.02
N 0.27 5.77 5.98 0.00
H -4.95 4.53 -4.92 0.14
H -1.81 -0.71 -3.64 0.07
H 0.30 6.18 3.95 0.08
H 1.31 0.20 -0.76 0.16
C 1.93 -2.20 -7.07 -0.52
H 2.11 -1.05 -5.27 0.09
N 3.24 -2.45 -7.37 0.00
C -1.32 -0.10 -1.43 -0.65
C 0.52 -0.12 1.21 -0.35
H 3.37 -3.28 -7.93 0.14
H 2.64 0.65 6.66 0.05
H -3.40 4.38 -1.58 0.09
H -0.45 2.69 7.09 0.07
H 1.03 -1.44 8.99 0.05
H -6.12 6.25 -3.60 0.08
H -4.90 6.03 -2.32 0.07
C 0.28 4.67 6.78 -0.55
C 4.41 -1.68 -7.00 -0.08
N 1.86 0.31 1.68 0.06
H 1.48 -2.66 2.53 0.10
H -2.04 -4.65 -6.04 0.09
H -1.03 5.10 4.45 0.07
H -0.20 3.11 5.39 0.08
H -1.10 6.83 4.85 0.08
H -1.37 -1.78 6.92 0.04
C 1.53 0.44 6.63 -0.20
H 3.29 -2.80 2.75 0.11
C -0.74 -3.59 -4.70 -0.52
H -0.40 -4.33 -6.68 0.06
H 4.91 -1.36 -7.92 0.08
H 2.41 -2.44 8.28 0.04
O 1.96 -2.28 5.27 -0.24
C 2.66 -0.97 1.59 -0.32
H -0.45 -6.22 -5.28 0.08
O -4.24 2.51 -3.89 0.02
C 2.23 -1.35 4.20 -0.29
C 2.43 -2.05 2.77 -0.16
H -5.11 3.93 -1.29 0.09
Cl -2.89 -0.35 -0.47 0.50
N -4.82 4.67 -3.93 0.00
C -4.18 3.65 -1.80 -0.01
H -4.42 6.70 -3.89 0.08
C 0.89 -0.72 -0.23 -0.26
H 4.15 -0.80 -6.41 0.07
H 1.95 -0.08 -6.77 0.09
Si 1.05 -1.40 6.46 0.47
I 2.28 -3.71 -0.17 0.83
H -1.20 -0.38 5.69 0.04
H 1.33 -0.64 4.08 0.10
H -3.86 2.68 -1.42 0.07
H 3.18 -0.72 4.40 0.13
N -0.25 -4.60 -3.94 0.02
C 1.30 -2.21 8.18 -0.19
Cl -1.23 -2.68 -0.34 0.49
C -0.25 -1.34 -1.17 -0.57
C -1.57 0.20 -2.99 -0.12
O 0.94 4.67 7.81 0.03
H -1.58 -3.02 -6.58 0.09
H -0.98 -2.13 5.09 0.04
O -0.57 -0.06 1.81 0.06
H 1.09 0.79 7.63 0.05
H 0.05 -4.29 -3.03 0.11
```

Summary:
- maximum force (Eh/bohr) = 0.0764
- frontier orbital gap (eV) = 9.351
- relative energy (zero: lowest compared OMol25 entry of this formula, charge and spin) (kcal per mole) = 29.3
- highest occupied orbital energy (eV) = -9.2
- E_LUMO (eV) = 0.2

=====

# 3
C3H8NO3 | ωB97M-V/def2-TZVPD

```
15
Properties=species:S:1:pos:R:3:nbo_charge:R:1
N -2.44 -1.36 1.82 -0.92
C -1.26 -0.78 1.24 0.86
C 1.64 0.68 -0.07 -0.63
H 2.73 0.64 -0.23 0.17
O 1.33 1.22 -2.44 -0.76
O -0.42 -1.59 0.81 -0.82
O -1.22 0.47 1.26 -0.82
H 1.16 -0.67 -1.66 0.17
H -2.65 -2.28 1.48 0.36
H -0.15 0.43 -1.21 0.19
H 1.39 -0.05 0.69 0.27
H 0.72 1.96 -2.44 0.45
H 1.44 1.69 0.28 0.19
C 0.93 0.35 -1.35 -0.06
H -3.21 -0.70 1.82 0.36
```

Summary:
- maximum force (Eh/bohr) = 0.0210
- frontier orbital gap (eV) = 8.015
- relative energy (zero: lowest compared OMol25 entry of this formula, charge and spin) (kcal per mole) = 13.0
- highest occupied orbital energy (eV) = -4.2
- E_LUMO (eV) = 3.8
- net charge = -1

=====

# 4
C62H72F10N16O29S10 | ωB97M-V/def2-TZVPD

```
199
Properties=species:S:1:pos:R:3:lowdin_charge:R:1
C -4.15 1.72 -0.43 0.00
N -0.04 -9.32 3.38 -0.08
H 2.83 1.38 -0.65 0.08
F -2.75 -0.94 0.59 -0.21
C 1.13 -5.60 5.12 -0.13
S -4.18 5.74 -0.63 0.59
H -2.34 -3.84 -5.66 0.13
N -0.56 8.48 0.17 -0.07
H 2.94 -6.25 6.07 0.12
H 3.30 4.69 -3.24 0.10
F -4.75 6.58 -1.89 -0.17
C 6.63 0.56 0.11 -0.11
H 2.09 4.51 1.67 0.09
H -2.23 -4.05 -7.72 0.09
C -0.09 -6.94 3.37 0.05
H -2.97 1.27 3.18 0.11
C 1.00 6.86 0.97 0.03
H -0.14 3.98 5.96 0.16
C -0.67 -0.42 -5.70 0.00
O 3.07 -3.29 0.59 -0.25
O 0.25 -3.35 -0.16 -0.27
H 1.70 -1.01 5.67 0.05
O -3.16 -0.49 -2.71 -0.25
O -4.83 -2.20 -3.01 -0.22
H -0.89 1.99 2.57 0.10
H -0.55 -4.71 4.29 0.12
O -3.51 0.79 -6.01 -0.29
H 6.09 -2.25 -3.48 0.16
C 7.38 0.85 1.22 0.01
H -0.80 5.87 4.62 0.13
H 3.70 -3.84 6.46 0.13
C 0.63 -9.29 4.59 0.04
O 4.15 -0.21 -3.41 -0.29
H -1.57 -10.85 3.38 0.12
C 0.70 -6.90 4.52 -0.12
H -0.55 8.91 -1.89 0.12
H 1.22 7.98 -0.82 0.17
C 6.50 -0.83 -0.44 -0.12
S -5.43 -2.34 -6.88 0.55
N -8.90 0.96 -1.22 -0.09
C 6.03 4.13 2.08 0.03
C 0.27 6.56 2.08 -0.10
C -1.31 0.28 5.21 -0.74
N 1.13 -4.20 2.04 -0.30
F 3.01 1.08 -4.98 -0.16
H -0.53 -3.54 -8.38 0.13
H -2.47 -1.25 5.28 0.11
H 7.75 2.33 2.72 0.14
F -4.85 -2.67 -8.32 -0.19
C 6.27 -2.13 -2.40 0.03
O -1.15 3.92 -2.30 -0.23
C 0.90 1.38 -2.19 0.05
O -3.46 6.78 0.11 -0.32
F -0.83 -2.73 1.92 -0.15
N 1.15 3.18 4.50 -0.04
H 6.36 4.05 3.09 0.09
C 0.27 -0.61 -1.05 -0.01
H -4.43 1.84 -1.46 0.12
H 1.45 2.32 -2.10 0.13
H -0.59 0.78 1.27 0.09
C 6.49 -1.95 0.30 0.02
O -1.34 6.27 -1.66 -0.27
H 6.72 -1.88 1.35 0.14
H -2.29 8.71 1.32 0.17
H -6.83 -0.90 0.63 0.12
F 1.92 -2.72 -2.87 -0.23
H -0.01 1.65 -4.10 0.14
H -2.07 2.12 -0.84 0.12
O -3.16 -0.73 -7.99 -0.33
H -9.01 -0.95 -0.52 0.14
H 6.47 -0.03 -2.44 0.15
H 4.93 4.10 2.13 0.10
C 1.59 2.09 5.40 0.02
C 0.25 4.10 4.95 0.00
N 1.97 -3.06 5.77 -0.01
N 6.08 -3.24 -1.63 -0.05
H 1.84 0.90 0.70 0.08
O 3.61 3.17 -1.32 -0.09
N -5.37 -0.73 -6.61 -0.29
O 4.05 1.75 2.27 -0.06
C -7.24 0.01 0.18 0.04
H 0.79 -10.23 5.10 0.15
S -4.05 -1.91 0.25 0.46
C 1.54 4.46 2.58 0.05
C -0.92 7.34 2.22 0.04
N -2.44 1.72 1.20 -0.05
C -1.82 -2.90 -5.61 0.01
H 6.22 -4.08 0.26 0.15
C -0.61 -10.61 2.93 0.04
O -1.02 -5.07 1.19 -0.29
C -0.36 -8.14 2.74 0.07
C 5.63 2.71 0.27 0.00
C -7.13 2.37 -0.56 0.07
O 2.57 4.89 -0.42 0.00
C -0.79 -1.18 -6.77 -0.04
S 2.51 -3.46 1.85 0.48
O 4.00 0.52 4.03 -0.03
H -0.75 -10.63 1.88 0.09
H -1.15 10.28 -0.79 0.10
H -10.55 1.47 -2.39 0.09
H 5.29 -5.25 -1.60 0.13
C 2.19 0.59 -0.25 0.03
F -1.21 4.61 0.04 -0.19
C 0.96 -8.07 5.19 0.04
H 2.68 -0.33 -0.18 0.09
C 0.32 -4.51 4.88 0.01
O 3.36 -4.09 2.85 -0.31
C 2.49 -1.64 6.05 0.06
C 7.23 2.04 1.84 0.01
H -6.55 3.32 -0.61 0.12
H 4.78 3.28 -0.12 0.11
O -2.43 -0.43 4.74 0.02
H -0.36 -0.94 -7.76 0.16
S -0.16 -3.89 1.10 0.57
C -0.11 5.15 4.17 0.03
H 1.50 -7.97 6.13 0.13
C -6.53 1.23 0.11 -0.08
N 4.27 0.66 2.83 -0.58
C 2.87 4.21 -1.39 -0.75
C 0.05 0.97 -3.24 0.04
C -8.43 -0.07 -0.51 0.01
N -1.34 -2.45 -6.76 -0.06
C -1.28 8.23 1.26 -0.04
H -8.74 3.01 -1.77 0.14
C -5.08 1.43 0.59 -0.12
O -0.52 -0.46 5.84 -0.06
O -6.85 -2.52 -6.96 -0.29
H 0.76 1.56 5.82 0.06
C 6.31 -3.15 -0.29 0.02
O -4.76 -2.07 1.42 -0.24
C -4.68 1.36 1.91 0.05
C -0.53 -1.02 -2.07 0.01
H 0.17 -11.30 3.26 0.11
C -1.08 9.24 -0.98 0.04
C 5.81 -4.52 -2.27 0.04
H -0.64 2.55 0.85 0.06
N -4.87 -1.03 -0.78 -0.29
H 8.13 0.16 1.55 0.13
S -4.04 0.02 -7.09 0.51
H 2.58 -1.43 7.12 0.11
C 0.71 -3.26 5.20 0.05
H 5.16 -4.24 -3.10 0.08
H 0.13 -2.35 5.12 0.12
S 2.36 -2.74 -4.50 0.55
H -2.10 -2.70 -8.71 0.07
H -5.32 1.02 2.71 0.14
H 2.67 2.79 3.11 0.09
S 3.62 -0.35 -4.72 0.50
H -0.81 -2.09 -2.04 0.14
H 1.90 6.35 0.69 0.08
H 6.73 -4.91 -2.59 0.09
C 0.62 7.85 0.10 0.01
C -1.00 1.77 1.46 0.03
H 5.17 1.38 -1.28 0.09
O 4.79 -0.25 2.21 0.01
O -5.26 5.13 0.10 -0.28
C -0.60 -0.22 -3.20 -0.15
O -3.37 -3.03 -0.23 -0.25
H -9.43 0.38 -3.11 0.12
H 0.04 0.45 -5.78 0.15
C -1.55 -3.26 -7.99 0.04
H 6.45 5.02 1.63 0.11
O -1.16 1.47 4.86 -0.04
N 1.02 0.54 -1.13 -0.05
O 1.30 -3.43 -5.19 -0.27
O -4.59 -3.16 -6.01 -0.31
F 2.19 -1.93 2.32 -0.20
C -1.67 -2.12 -4.43 0.04
C 1.85 3.42 3.38 0.00
S -1.70 4.90 -1.47 0.46
H -2.10 -2.55 -3.51 0.13
N 6.35 2.94 1.34 -0.09
H 2.15 1.38 4.74 0.08
N -3.21 4.69 -1.35 -0.30
C -3.34 1.49 2.19 0.03
O 4.47 -0.64 -5.86 -0.27
C -9.93 0.64 -2.19 0.02
C 0.52 5.38 2.95 -0.08
H 3.39 -1.45 5.47 0.09
F -4.59 1.09 -8.08 -0.16
C 5.81 1.53 -0.47 0.08
O 3.64 -3.34 -4.51 -0.29
H -2.11 8.79 -1.03 0.11
H 2.31 2.47 6.11 0.11
F -5.37 0.10 -2.80 -0.12
N 2.30 -1.21 -4.86 -0.29
C 6.31 -0.92 -1.81 0.01
C -8.35 2.21 -1.18 0.03
H -10.59 -0.15 -1.83 0.11
C 2.78 -4.11 6.06 0.03
H -0.34 -6.02 2.82 0.07
C -2.82 1.88 -0.10 0.00
C -1.06 -0.91 -4.43 -0.14
H -0.85 -8.19 1.80 0.15
H 0.53 -1.39 -0.27 0.13
S -4.43 -1.02 -2.35 0.49
O 2.59 4.81 -2.61 0.07
H -1.63 7.06 2.98 0.12
C 2.34 -5.41 5.78 0.05
```

Summary:
- maximum force (Eh/bohr) = 0.0795
- frontier orbital gap (eV) = 5.390
- highest occupied orbital energy (eV) = -11.2
- E_LUMO (eV) = -5.8
- net charge = +2

=====

# 5
C3H6OS2 | ωB97M-V/def2-TZVPD

```
12
Properties=species:S:1:pos:R:3:nbo_charge:R:1
H -1.80 3.14 0.13 0.02
H 1.46 0.87 -1.37 0.26
H 2.38 -1.37 0.56 0.20
H -1.73 2.29 0.12 -0.02
C 1.29 0.43 -0.33 -0.13
O -0.76 -1.47 -1.37 -0.85
S -2.62 -1.32 0.74 -0.30
H 0.88 -1.78 -0.44 0.22
S -1.49 -0.47 -0.55 1.04
H 0.21 0.54 1.61 0.24
C 1.52 -0.96 0.13 -0.45
C 0.66 0.09 0.78 -0.23
```

Summary:
- maximum force (Eh/bohr) = 0.0711
- frontier orbital gap (eV) = 7.733
- relative energy (zero: lowest compared OMol25 entry of this formula, charge and spin) (kcal per mole) = 130.6
- highest occupied orbital energy (eV) = -9.4
- E_LUMO (eV) = -1.6